The following is a DFT calculation (wB97M-V/def2-TZVPD) of a cluster of 5 separate species, C41H70O10 in total in a non-equilibrium geometry.

Properties
E_tot (Eh): -2356.23300
HOMO-LUMO gap (Eh): 0.274
Structure (SMILES): CCC[C@@H](C)C1=C(Cc2ccc(C)cc2)C(=O)C(CCC(=O)O)=C(CCC(=O)O)C1=O.CCOCC.CCOCC.CCOCC.CCOCC
Net charge: 0
E_HOMO (eV): -8.50

```
121
Properties=species:S:1:pos:R:3:forces:R:3
H 5.84004 11.41707 1.74744 0.027 0.017 -0.099
O -2.87233 3.32566 -0.73839 0.017 -0.230 -0.050
H -7.56401 -6.16565 7.09279 0.072 -0.036 -0.047
H 4.59705 -3.66764 -1.44501 -0.804 -1.741 -0.491
O 2.78922 -2.54789 -2.86632 -2.776 -2.886 1.093
H -2.64162 5.53925 0.92440 0.013 0.060 -0.058
H -5.34221 3.94256 -1.70590 0.001 0.000 0.124
H 2.85084 13.91829 -1.38707 0.013 0.035 0.117
H 3.01099 15.13690 -0.10146 0.000 -0.091 -0.021
H -4.26998 -5.25115 5.59926 -0.017 0.064 0.053
H -5.40516 -6.69959 8.22096 -0.027 0.085 0.012
H -0.30492 11.30367 -1.72861 0.002 -0.088 -0.015
C -0.07671 9.26522 -1.05568 0.058 0.067 -0.062
H 1.75883 -6.52729 0.50742 0.161 0.937 -0.231
C -4.09496 3.42119 -0.02036 0.008 0.083 -0.079
H 3.72699 8.09298 -1.07905 -0.077 -0.018 0.003
H -4.16162 -4.89937 8.12619 0.027 0.077 -0.070
H -6.84651 -6.54123 5.50928 -0.003 0.000 0.123
H -2.77181 -6.15427 5.70001 -0.144 -0.178 0.028
H 1.40462 -1.24338 -1.22608 -1.579 -0.188 -0.273
C -2.98088 -7.18321 1.11050 1.053 1.508 -1.821
H 3.74689 13.37654 1.50414 0.060 0.060 -0.014
H -1.26585 0.66393 0.71427 1.424 -0.549 0.288
H 4.44105 14.33772 -0.75585 -0.006 0.060 0.066
C 1.73012 7.88253 -1.86871 0.071 0.023 0.062
O -4.36872 -7.12506 6.47788 0.070 -0.167 -0.080
C 0.84107 -6.00310 -3.44009 -0.824 -0.567 -1.079
H -4.78510 5.33850 -0.78722 -0.035 0.003 0.078
C 2.69417 8.22636 -0.74687 -0.046 0.126 0.167
H -1.26205 -2.41924 -4.16563 -0.186 1.368 1.250
C 2.29287 -6.12981 -2.74744 0.849 1.970 0.962
H -0.46496 10.08671 -3.01598 0.005 0.034 0.119
H -1.13730 9.16279 -0.81229 0.088 -0.217 -0.047
O 4.98493 -9.62253 -2.97676 -0.898 3.090 -4.008
H 2.51893 7.58085 0.11864 0.031 -0.001 -0.101
H -4.28341 -8.55567 -0.33729 1.308 1.450 0.253
C 5.04862 11.71695 -0.23911 0.028 0.052 0.055
H 5.39562 -5.04940 0.31513 -1.725 -0.772 -0.623
H 0.42830 9.54098 -0.12475 0.075 0.071 -0.024
H -2.75067 5.20494 -1.60437 -0.010 0.056 0.057
C -1.97801 -5.98107 1.17319 -1.885 -1.402 -4.089
C 3.39704 14.18587 -0.47727 0.057 -0.010 -0.130
O 3.68156 11.82001 0.13778 -0.148 -0.172 -0.018
O 3.51605 -4.77056 1.96042 -1.045 -1.611 -4.718
C -0.21495 0.25147 0.89061 0.188 -0.351 0.111
O 5.77428 -8.72177 -4.95074 -3.490 0.526 0.724
H -2.00855 -5.80439 -3.77558 0.724 1.445 1.140
H -1.20281 6.15560 0.10501 -0.009 -0.087 -0.045
H -2.66486 -5.82689 8.15807 -0.020 0.055 -0.087
H -4.43419 -7.54622 2.84929 1.561 -0.312 -0.583
C -0.12234 -4.80993 -2.93127 1.693 1.812 0.453
H -3.48952 -9.01019 2.27421 0.287 1.683 0.599
O 0.44123 -6.75402 -4.36509 1.507 2.062 3.175
C 4.73914 -8.88218 -3.97185 0.996 -2.548 2.688
H -0.06390 -0.20492 -1.57314 0.402 -1.777 0.529
C 2.89482 -4.92336 -2.31040 -1.790 -1.131 -0.624
C -1.16481 -1.64155 -3.31789 0.485 -0.753 -0.176
C -0.11854 -1.28576 0.40519 0.928 0.754 -0.592
C 3.24857 -5.24705 0.81835 0.945 1.226 4.338
H 2.49099 -8.83712 -4.42316 1.270 1.097 0.372
H -2.73114 -4.27184 7.30202 -0.031 -0.079 -0.001
C 3.24142 13.09947 0.57390 0.037 0.061 -0.087
C -1.70138 -5.04439 -2.96159 0.125 -0.906 1.267
C -2.12768 -5.74348 -1.56045 -0.879 -1.822 3.066
H 5.29838 -8.28453 -5.70583 0.925 -0.398 0.724
C 4.46071 -5.50250 -0.19049 -0.049 0.308 0.176
H 2.36849 -8.26565 -2.01034 1.076 0.997 -0.602
C 3.03494 -7.53253 -2.57474 -0.689 0.327 -1.632
C 2.08184 -3.54930 -2.57815 1.683 0.957 -0.444
C 0.08070 10.35273 -2.10533 0.067 -0.011 -0.148
H 3.42595 -7.20480 -4.76255 -0.369 -1.573 0.732
H 7.04650 11.92786 0.54789 -0.084 -0.008 0.011
C -6.63553 -6.16763 6.51604 0.013 0.080 -0.116
H -6.30325 -5.13297 6.41747 -0.042 0.006 0.077
H -1.15525 4.59440 0.95203 -0.022 0.041 -0.079
C -3.67998 -5.90169 6.25375 -0.050 0.024 0.080
H 5.90151 13.09497 1.21577 0.073 -0.008 -0.077
H 0.76329 -1.80174 0.94638 -1.633 0.662 -0.662
C -3.09615 -6.96425 -1.57966 1.105 1.211 2.892
C 6.01439 12.06177 0.88136 -0.017 0.056 0.141
H 1.92454 8.49312 -2.75689 0.041 0.065 0.039
H -2.19128 -1.24982 -2.97240 1.621 -0.526 -0.709
H 0.50442 0.88450 0.24536 -1.029 -0.961 1.229
H -1.55958 -5.62085 2.18159 -0.728 -0.620 -1.867
H -6.05776 4.31467 -0.12061 0.068 -0.036 -0.044
H -0.87988 -4.38131 -0.06543 -1.117 -1.609 -0.435
H -4.49413 2.40622 0.04970 0.214 -0.005 -0.086
H 2.58050 9.25956 -0.41184 0.109 0.010 -0.075
C -3.39410 -7.88216 2.49394 -0.437 -0.346 -1.087
O 0.36283 7.98563 -1.49285 -0.170 -0.164 0.004
H 2.18128 12.99652 0.81825 0.098 -0.215 -0.040
H -0.51536 -0.78017 -3.72717 -1.038 -1.368 0.797
H -1.26351 4.28378 -1.50809 -0.158 -0.164 0.025
H 4.06548 -7.42124 -2.10035 -1.773 -0.014 -0.400
H -2.64989 -7.69125 3.34002 -0.964 -0.276 -1.380
H 4.64449 -6.62732 -0.23388 -0.437 1.422 -0.181
H -5.97979 -8.05603 7.27469 0.225 0.003 -0.088
H -3.90603 3.74996 1.00630 -0.029 0.090 0.016
C 0.26473 -1.24189 -1.17761 -0.488 0.259 0.895
H 1.12512 10.50400 -2.38261 -0.001 0.065 0.090
H 5.10781 -5.18251 -2.35761 -1.122 0.521 1.322
C 4.32189 -4.77560 -1.61512 -0.113 -0.050 -0.512
H 5.24199 12.32660 -1.12815 0.045 0.060 0.038
C -1.59113 -5.27526 -0.17630 -1.709 -2.293 0.581
C -1.77205 5.24995 0.33041 -0.013 0.033 0.147
C -2.16907 4.54332 -0.95379 0.004 0.072 0.092
C -3.28961 -5.18236 7.53328 -0.021 -0.013 0.144
H 1.89166 6.84341 -2.16742 -0.241 0.054 0.028
C 3.31036 -8.12155 -4.07793 1.451 0.405 0.410
H -1.09151 -1.85403 0.58954 1.333 0.773 -0.190
O 1.87645 -5.54997 0.57212 2.088 -0.526 -0.188
C -0.45350 -2.38486 -2.04726 0.394 0.861 -0.619
H 5.20989 10.67748 -0.53669 -0.229 0.053 0.038
C 0.49717 -3.58316 -2.50445 -1.330 -2.523 -0.898
C -5.59180 -7.03750 7.19692 -0.039 0.076 -0.064
C -3.54303 -7.68535 -0.26651 2.537 3.247 -0.074
C -5.12856 4.30684 -0.69633 -0.001 0.082 -0.114
H -1.31707 -2.84378 -1.44243 1.497 0.615 -0.831
H 0.06711 0.35072 2.00637 -0.528 -0.025 -1.815
H -3.48855 -7.29908 -2.60733 0.621 0.432 1.876
H -2.30992 -4.07521 -3.05663 1.172 -1.460 -0.077
```
Forces are in eV/Å.

These are the Löwdin partial charges, in e, on atoms 1 to 2: 0.08 -0.17

The following is a DFT calculation (wB97M-V/def2-TZVPD) of the molecule C4H7NS in a non-equilibrium geometry.

Properties
E_tot (Eh): -609.51551
HOMO-LUMO gap (Eh): 0.354
Structure (SMILES): C[C@H]1CSC=N1
Net charge: 0
ΔE to the lowest compared entry with this formula, charge and spin (eV): 1.169
E_HOMO (eV): -8.80

```
13
Properties=species:S:1:pos:R:3:forces:R:3
C -1.53862 0.01009 -0.62259 1.401 -1.841 0.651
C 1.71581 1.19503 0.06819 1.131 0.262 -1.494
S 2.17164 -0.53075 -0.33894 -0.794 0.683 0.960
H -2.32848 -0.47585 -0.01809 0.164 0.210 -0.778
H 2.42993 2.08589 -0.07610 -0.860 -1.733 0.330
H 0.75684 -1.58656 1.33161 -0.432 0.836 -0.173
C -0.36528 0.19589 0.38456 -0.936 1.589 2.530
N 0.50344 1.41042 0.25290 -1.584 -0.033 0.460
H 0.08098 -1.80318 -0.29123 0.462 0.550 0.614
H -1.16725 -0.68833 -1.40840 -0.529 0.370 0.444
H -0.87981 0.37092 1.45353 1.192 -0.501 -2.211
H -1.89056 0.85326 -1.13873 -0.461 1.451 -0.193
C 0.51135 -1.03684 0.40330 1.246 -1.843 -1.140
```
Forces are in eV/Å.

These are the Löwdin partial charges, in e, on atoms 1 to 2: -0.06 -0.48

The following is a DFT calculation (wB97M-V/def2-TZVPD) of a structure of composition C28H68InN8O8 in a non-equilibrium geometry.

Properties
E_tot (Eh): -2337.58639
HOMO-LUMO gap (Eh): 0.252
Net charge: -1
E_HOMO (eV): -4.61

```
113
Properties=species:S:1:pos:R:3:forces:R:3
H -3.76589 -4.92814 4.04751 0.067 0.534 0.135
O 1.97873 -0.54034 -3.96004 0.288 0.184 -0.092
H -1.67093 4.85725 5.24810 0.013 -0.016 -0.012
H -1.39669 -7.64723 -1.76992 -0.705 -0.057 0.551
H 7.28325 2.67658 2.58324 0.037 -0.040 -0.041
H 2.93353 1.78944 -0.93362 0.018 0.011 -0.097
H -4.83094 2.12453 6.80708 -0.062 0.249 0.088
H 5.57116 2.21718 2.61423 -0.003 0.075 -0.058
H 0.01794 -1.32869 -6.28203 0.071 0.092 0.041
C 6.86834 4.29784 -0.87241 -0.078 -0.334 0.202
H -0.37873 -5.70058 -1.43316 -0.934 0.362 -0.372
H -4.67817 -4.47495 0.77250 0.225 -0.694 0.226
C -3.60497 2.02222 4.16378 0.361 -0.375 -0.241
C -0.27078 -3.68424 -2.23528 0.968 -1.117 0.270
N -2.42730 -4.94204 -1.62743 0.497 -2.280 -0.766
H -4.14219 -4.73181 -2.96747 0.542 0.336 0.757
C -2.70952 5.19811 7.09688 -0.155 0.186 -0.488
O -3.92973 4.82081 7.73486 0.290 -0.049 0.324
H -3.03979 4.60331 9.60303 0.048 -0.054 0.004
C -3.02301 -6.16841 -1.25189 -0.779 -0.505 0.486
H -1.50610 2.48351 4.17342 -0.069 0.028 -0.013
H -1.18838 0.50060 -6.72724 0.142 -0.081 0.110
N -3.86560 -3.92351 3.84871 -0.245 -0.158 -0.880
O -4.22147 -6.22462 -1.02578 0.335 0.216 -0.487
H -2.80774 6.25848 6.84488 0.024 0.005 0.005
C -0.49086 0.82737 -7.50602 -0.075 0.276 -0.301
H 7.58252 4.96108 -1.36949 0.014 -0.016 -0.023
C 0.65231 -1.24693 -7.16772 0.120 -0.060 -0.309
H -1.38907 -1.96402 -0.62805 1.003 -0.298 0.290
C -3.27349 -4.16657 -2.56114 0.155 1.510 -0.072
H 0.81476 -4.05130 -0.25973 -0.471 0.396 -0.617
H -0.92488 -2.86343 -2.60740 0.446 -0.662 0.323
H 0.87656 -3.09876 2.74685 -0.094 0.181 -0.020
H 1.10310 2.20359 -7.86839 -0.113 -0.004 -0.049
H 3.98555 -0.14484 -3.58234 0.007 0.060 -0.083
H -1.79797 -7.44039 -0.00385 -0.177 -0.063 -1.023
N -4.51556 -4.82314 1.72809 -0.037 0.572 -0.733
O 4.27176 1.97254 -2.46449 0.283 0.492 0.191
N 7.05766 2.93497 -1.36071 -0.035 0.180 -0.070
H 0.15671 2.26230 -4.27131 0.006 0.018 -0.023
H -4.80700 -2.42871 1.46472 0.396 -0.254 0.243
H -0.17791 0.60929 -4.81880 -0.089 0.044 0.165
C -3.74015 4.09329 8.93494 -0.223 0.015 -0.195
O -4.61079 1.34061 4.90745 -0.104 0.406 -0.002
H -5.44222 -4.81493 2.16250 0.349 0.252 0.083
H 2.40207 1.44348 -3.41390 -0.034 -0.174 -0.220
C 3.34446 -0.61854 -4.32860 -0.170 -0.192 0.068
H -5.42972 3.17739 5.48112 0.096 0.033 0.050
H -3.97687 2.98431 3.79150 -0.104 0.046 0.144
O 6.00379 3.73460 1.32686 0.384 -0.168 0.074
H -1.11038 1.25248 -8.30210 0.042 -0.030 -0.012
H 4.78816 3.95252 -2.83294 0.004 -0.024 0.186
H 6.54642 2.29575 -0.76522 0.043 0.053 -0.006
H 3.61153 -1.67429 -4.39733 -0.109 0.008 -0.001
H 1.43010 -2.70742 -1.28594 -0.736 -0.648 0.401
C -2.23116 -7.50793 -1.04423 0.541 0.852 0.760
O -2.31922 0.66719 1.45316 2.510 -1.051 1.157
H 0.12001 -1.08333 -0.21508 -0.249 -0.993 -0.242
H -4.87437 -3.74683 3.93890 0.360 0.105 0.157
H -2.86773 2.65995 6.75606 0.025 0.031 -0.052
H 4.61607 1.77138 -0.43239 -0.017 0.163 0.152
H -3.57182 -3.22042 -2.02933 -0.189 -0.950 -0.652
H 1.00187 0.67883 -2.66318 -0.037 -0.007 -0.023
N -3.84672 -2.50809 1.81322 -0.219 0.063 0.856
O 0.16885 -0.28508 -8.09282 -0.153 0.033 0.247
H 1.91473 0.86228 -6.14192 -0.015 0.044 0.072
C 7.06774 4.38268 0.63448 -0.288 0.338 -0.189
C -2.09811 -4.34148 2.15446 -0.455 0.055 0.393
H 5.85677 4.66456 -1.08842 0.043 0.190 0.057
H 3.83552 3.31413 -0.91361 0.108 -0.006 -0.014
H -3.41314 4.52714 5.20686 0.031 0.213 -0.048
H -2.93978 -8.37143 -1.00954 0.481 0.991 -0.346
C -3.58430 -3.84881 2.37390 -0.089 -1.455 0.365
H 0.67057 -2.21674 -7.66871 -0.074 0.064 -0.049
C -2.50095 4.41575 5.80761 -0.160 -0.293 0.362
H 7.21419 3.36828 -3.39935 -0.065 0.063 0.031
C 5.13139 2.93603 -3.05433 0.130 -0.180 -0.401
H 5.01241 2.81041 -4.13540 -0.021 -0.032 0.029
N -2.20704 3.01239 6.07539 0.018 0.254 -0.082
C -5.31862 2.14653 5.82860 0.024 -0.439 -0.048
H -3.41031 1.40460 3.28467 -0.144 0.079 0.054
C 1.55569 0.77642 -3.60180 -0.458 0.025 0.124
H 6.56991 1.73549 1.23760 0.156 -0.083 0.085
H 8.04658 3.99246 0.93104 -0.079 -0.157 -0.041
C -0.35912 -2.10242 -0.19097 -0.212 0.356 0.525
H -3.38483 3.07953 8.72869 0.133 -0.012 0.149
C 6.39103 2.53030 1.96781 -0.270 0.075 -0.038
C 0.45106 1.93925 -7.03006 0.280 -0.173 0.007
In -0.66692 -2.61646 1.98328 0.338 -1.285 -0.676
H -6.31500 1.71737 5.95690 0.024 -0.021 -0.069
C 0.61743 1.34757 -4.65522 0.278 -0.277 -0.065
C -2.26500 2.15046 4.88862 -0.091 -0.156 0.336
C 0.48770 -3.21657 -0.92929 -0.393 1.686 -0.720
C -1.67219 -0.07480 2.20125 -3.880 1.273 -0.961
C 3.90907 2.24337 -1.11762 -0.148 -0.361 -0.018
H 0.51639 -3.87016 -3.02454 -0.819 0.180 0.595
N -1.43678 -0.87485 3.05923 1.201 0.343 -0.254
C 6.61730 2.72837 -2.74037 -0.041 -0.196 0.218
C -1.02887 -5.07533 -2.09038 0.802 1.372 -1.201
H -2.08373 -5.04810 1.28146 0.052 0.846 0.556
H -2.68155 -3.81486 -3.45367 -0.311 -0.544 0.919
H -0.13970 2.83224 -6.79845 -0.058 -0.072 0.049
H -3.78544 -1.84359 2.59124 0.320 0.025 -0.416
H -1.75765 -4.95249 3.03900 -0.541 0.520 -0.723
H -1.85029 5.09833 7.76792 -0.077 -0.173 0.032
H -1.04542 -5.50501 -3.14012 0.081 0.044 1.012
H 6.86903 1.69470 -2.99542 -0.053 0.047 -0.081
H 7.03195 5.43604 0.92792 0.036 0.006 -0.023
H -4.70579 4.01799 9.43644 0.005 0.045 -0.074
H 1.67985 -1.01422 -6.87999 -0.030 -0.076 0.241
H -1.96982 1.15044 5.21626 0.000 0.007 -0.164
H 3.51477 -0.16076 -5.30957 0.175 0.089 0.006
N 1.32792 1.64969 -5.89674 -0.192 0.047 0.011
```
Forces are in eV/Å.

These are the Löwdin partial charges, in e, on atoms 1 to 2: 0.06 -0.19

The following is a DFT calculation (wB97M-V/def2-TZVPD) of the molecule C4H5NO3 in a non-equilibrium geometry.

Properties
E_tot (Eh): -435.73510
HOMO-LUMO gap (Eh): 0.398
Structure (SMILES): C#CCOC(=O)ON
Net charge: 0
ΔE to the lowest compared entry with this formula, charge and spin (eV): 5.045
E_HOMO (eV): -10.29

```
13
Properties=species:S:1:pos:R:3:forces:R:3
H -1.18348 -1.24732 -1.53635 -0.281 0.506 -0.053
O 0.18604 2.19683 0.23579 -0.398 -0.632 -0.260
H 0.37437 -0.50799 -1.22461 -0.102 0.075 -0.056
H 0.85005 1.89769 -1.62488 -0.223 -0.186 0.086
H 1.62565 0.97570 -0.45749 -0.084 -0.014 0.159
C -0.57954 -0.77026 -0.76569 0.189 -1.662 0.077
C -0.54726 1.11052 0.64935 -0.099 -0.026 0.365
C -0.31360 -1.79557 0.27838 -0.115 1.419 -0.488
N 1.20979 1.87144 -0.67739 0.455 0.516 -0.614
C -0.04304 -2.29507 1.32561 0.363 -0.382 0.463
H 0.29046 -2.68622 2.25290 -0.128 -0.261 0.098
O -1.26105 0.37013 -0.25917 0.692 0.729 -0.731
O -0.60838 0.88011 1.80353 -0.270 -0.082 0.955
```
Forces are in eV/Å.

These are the Löwdin partial charges, in e, on atoms 1 to 2: 0.13 -0.03